{
  "formula": "C4H14N2O",
  "method": "wB97M-V/def2-TZVPD",
  "elements": ["C", "C", "C", "N", "C", "N", "H", "H", "H", "H", "H", "H", "H", "H", "H", "H", "H", "H", "O", "H", "H"],
  "xyz": [[1.653, -1.527, -0.128], [1.335, -0.063, -0.189], [1.192, 0.360, -1.735], [0.099, 0.385, 0.446], [0.055, 0.268, 1.939], [-0.918, -0.694, 2.423], [2.613, -1.666, -0.640], [1.014, -2.156, -0.752], [1.849, -1.886, 0.890], [2.109, 0.668, 0.046], [1.716, 1.316, -1.821], [0.157, 0.615, -1.946], [1.621, -0.401, -2.380], [-0.625, -0.257, 0.139], [-0.011, 1.305, 2.273], [1.035, -0.061, 2.307], [-1.752, -0.743, 1.848], [-0.501, -1.613, 2.309], [-2.843, 1.281, -2.285], [-2.332, 1.192, -1.476], [-3.709, 1.545, -2.014]],
  "total_energy_ha": -345.5097,
  "de_lowest_ev": 1.809,
  "molar_mass_da": 106.17,
  "gap_ev": 9.7
}


{
  "formula": "C4H14N2O",
  "method": "wB97M-V/def2-TZVPD",
  "elements": ["C", "C", "C", "N", "C", "N", "H", "H", "H", "H", "H", "H", "H", "H", "H", "H", "H", "H", "O", "H", "H"],
  "xyz": [[-1.314, -0.398, 1.643], [-0.812, -0.216, 0.226], [-1.885, 0.292, -0.771], [0.158, 0.888, 0.211], [1.496, 0.638, 0.765], [2.112, 1.818, 1.366], [-2.232, -0.983, 1.690], [-1.477, 0.593, 2.065], [-0.554, -0.904, 2.252], [-0.245, -1.038, -0.257], [-1.820, -0.395, -1.635], [-1.962, 1.330, -1.070], [-2.925, 0.046, -0.544], [0.369, 1.280, -0.702], [2.250, 0.417, -0.015], [1.505, -0.263, 1.369], [1.693, 1.955, 2.271], [2.016, 2.628, 0.771], [0.374, -2.559, -2.937], [0.019, -1.732, -2.565], [-0.129, -3.277, -2.489]],
  "total_energy_ha": -345.5076,
  "de_lowest_ev": 1.865,
  "molar_mass_da": 106.17,
  "gap_ev": 9.6
}


{
  "formula": "C4H14N2O",
  "method": "wB97M-V/def2-TZVPD",
  "elements": ["C", "C", "C", "C", "N", "N", "H", "H", "H", "H", "H", "H", "H", "H", "H", "H", "H", "H", "H", "H", "O"],
  "xyz": [[0.609, 0.216, 1.647], [0.175, -0.397, 0.337], [-1.213, 0.085, -0.134], [-2.329, 0.075, 0.588], [-1.268, 0.804, -1.466], [2.027, -0.298, 1.963], [0.611, 1.312, 1.731], [-0.159, -0.290, 2.292], [0.962, -0.154, -0.407], [-0.014, -1.498, 0.144], [-3.156, 0.735, 0.334], [-2.462, -0.439, 1.531], [-2.162, 0.501, -2.004], [-0.432, 0.538, -2.022], [-1.304, 1.811, -1.393], [2.246, 0.006, 2.930], [2.137, -1.314, 1.854], [2.600, 0.239, 1.298], [1.718, -0.227, -3.263], [0.545, -1.286, -3.110], [0.871, -0.417, -2.849]],
  "total_energy_ha": -344.9051,
  "de_lowest_ev": 1.220,
  "molar_mass_da": 106.17,
  "charge": 2,
  "gap_ev": 11.5
}


{
  "formula": "C4H14N2O2",
  "method": "wB97M-V/def2-TZVPD",
  "elements": ["C", "C", "C", "O", "N", "C", "N", "H", "H", "H", "H", "H", "H", "H", "H", "H", "H", "H", "H", "H", "H", "O"],
  "xyz": [[-1.427, 0.592, 1.184], [-0.318, 0.078, 0.311], [1.060, 0.953, 0.240], [1.775, 0.640, -0.887], [-0.780, -0.098, -1.113], [-1.135, -1.577, -1.350], [-1.653, -1.871, -2.687], [-2.175, -0.189, 1.409], [-1.789, 1.609, 0.877], [-1.090, 0.623, 2.282], [0.039, -0.886, 0.682], [0.843, 1.923, 0.306], [1.584, 0.616, 1.179], [1.220, 1.052, -1.561], [-1.643, 0.489, -1.162], [-1.890, -2.024, -0.540], [-0.115, -1.918, -1.274], [-2.721, -2.003, -2.778], [-1.169, -1.351, -3.344], [1.439, 1.262, 3.395], [2.490, 0.285, 3.096], [2.342, 1.112, 3.603]],
  "total_energy_ha": -420.6807,
  "de_lowest_ev": 1.874,
  "molar_mass_da": 122.17,
  "multiplicity": 2,
  "charge": -1,
  "gap_ev": [2.7, 9.5]
}


{
  "formula": "C4H14N2O2",
  "method": "wB97M-V/def2-TZVPD",
  "elements": ["C", "C", "C", "N", "N", "O", "H", "H", "H", "H", "H", "H", "H", "H", "H", "H", "C", "O", "H", "H", "H", "H"],
  "xyz": [[-0.568, -0.924, -0.104], [0.865, -0.311, -0.088], [-1.206, -0.847, 1.285], [-0.386, -2.295, -0.592], [-1.443, -0.280, -1.068], [1.451, -0.416, -1.354], [1.245, -1.313, -1.665], [-1.708, 0.643, -0.754], [-1.279, -2.660, -0.903], [-0.022, -2.897, 0.138], [-0.961, -0.184, -1.956], [1.456, -0.838, 0.672], [0.653, 0.857, 0.079], [-0.627, -1.427, 2.001], [-2.216, -1.253, 1.244], [-1.258, 0.183, 1.634], [0.198, 2.631, 0.072], [1.231, 3.110, 0.541], [2.578, 1.891, 0.676], [-0.720, 2.564, 0.681], [0.008, 2.658, -1.012], [2.710, 1.109, 0.473]],
  "total_energy_ha": -420.6907,
  "de_lowest_ev": 3.113,
  "molar_mass_da": 122.17,
  "gap_ev": 9.9
}


{
  "formula": "C4H14N2O2",
  "method": "wB97M-V/def2-TZVPD",
  "elements": ["N", "C", "C", "C", "N", "C", "O", "H", "H", "H", "H", "H", "H", "H", "H", "H", "H", "H", "H", "O", "H", "H"],
  "xyz": [[1.753, -1.650, -0.309], [2.259, -0.524, 0.512], [1.229, -0.090, 1.569], [-0.309, -0.086, 1.287], [-0.811, 1.321, 1.079], [-1.696, 1.280, -0.106], [-0.988, 1.286, -1.308], [0.969, -1.340, -0.882], [1.314, -2.335, 0.281], [2.697, 0.323, -0.219], [3.146, -0.880, 0.959], [1.432, 0.872, 2.070], [1.346, -0.790, 2.508], [-0.678, -0.691, 0.396], [-0.816, -0.452, 2.231], [-0.116, 2.020, 0.879], [-2.235, 0.319, -0.121], [-2.484, 2.099, -0.016], [-1.043, 2.158, -1.879], [-1.137, -1.356, -1.986], [-0.810, -0.461, -1.902], [-1.225, -1.465, -2.921]],
  "total_energy_ha": -420.7328,
  "de_lowest_ev": 1.968,
  "molar_mass_da": 122.17,
  "gap_ev": 9.5
}


{
  "formula": "C4H14N2O2",
  "method": "wB97M-V/def2-TZVPD",
  "elements": ["C", "C", "N", "O", "H", "H", "H", "H", "H", "H", "H", "C", "O", "C", "N", "H", "H", "H", "H", "H", "H", "H"],
  "xyz": [[-1.497, 1.297, 0.395], [-1.124, 1.109, -1.075], [-1.331, 2.341, -1.788], [0.226, 0.686, -1.221], [-2.510, 1.687, 0.467], [-1.442, 0.349, 0.926], [-0.813, 2.006, 0.861], [-1.790, 0.356, -1.525], [-0.733, 3.063, -1.397], [-1.065, 2.223, -2.759], [0.330, -0.216, -0.841], [-0.145, -2.543, 0.516], [0.801, -1.570, 0.176], [1.601, -0.670, 1.319], [2.597, -0.129, 0.537], [0.276, -3.291, 1.201], [-0.446, -3.049, -0.400], [-1.036, -2.097, 0.981], [1.955, -1.459, 1.988], [0.951, 0.082, 1.771], [2.279, 0.670, -0.005], [2.916, -0.844, -0.125]],
  "total_energy_ha": -420.7562,
  "de_lowest_ev": 1.331,
  "molar_mass_da": 122.17,
  "gap_ev": 10.4
}


{
  "formula": "C4H14N2O2",
  "method": "wB97M-V/def2-TZVPD",
  "elements": ["C", "N", "C", "C", "O", "C", "N", "H", "H", "H", "H", "H", "H", "H", "H", "H", "H", "H", "H", "H", "H", "O"],
  "xyz": [[3.914, 0.749, 0.153], [2.454, 0.434, 0.454], [-0.233, 0.527, -0.464], [-0.528, 1.002, 1.056], [-1.822, 0.946, 1.317], [-0.191, -0.982, -0.656], [-0.829, -1.411, -1.896], [4.025, 1.220, -0.813], [4.456, -0.191, 0.148], [4.384, 1.300, 1.001], [2.560, -0.057, 1.434], [0.664, 1.054, -0.846], [0.208, 1.918, 1.172], [0.155, 0.393, 1.666], [-3.568, -1.067, 0.370], [-0.538, -1.537, 0.366], [0.913, -1.296, -0.808], [-1.892, -1.330, -1.733], [-0.791, -2.522, -2.002], [-2.336, 0.476, 0.519], [-1.118, 0.867, -1.125], [-2.711, -0.967, -0.041]],
  "total_energy_ha": -420.4361,
  "de_lowest_ev": 10.042,
  "molar_mass_da": 122.17,
  "gap_ev": 3.6
}


{
  "formula": "C4H14N2O2",
  "method": "wB97M-V/def2-TZVPD",
  "elements": ["C", "C", "C", "N", "N", "H", "H", "H", "H", "H", "H", "H", "H", "H", "H", "C", "O", "O", "H", "H", "H", "H"],
  "xyz": [[-1.784, -1.072, -0.644], [-0.540, -0.326, -1.101], [0.817, -0.949, -0.480], [1.967, -0.118, -0.697], [1.104, -2.265, -0.990], [-1.739, -2.126, -0.911], [-1.899, -1.011, 0.436], [-2.675, -0.650, -1.109], [-0.437, -0.394, -2.189], [-0.622, 0.732, -0.853], [0.659, -1.039, 0.599], [1.971, 0.679, -0.081], [2.041, 0.181, -1.661], [0.312, -2.884, -0.854], [1.328, -2.230, -1.979], [-0.732, 1.585, 2.000], [0.138, 1.962, 0.953], [1.454, 2.263, 1.497], [-0.413, 0.646, 2.460], [-1.695, 1.444, 1.519], [-0.809, 2.363, 2.757], [1.551, 3.210, 1.330]],
  "total_energy_ha": -420.6721,
  "de_lowest_ev": 3.620,
  "molar_mass_da": 122.17,
  "gap_ev": 9.2
}


{
  "formula": "C4H14N2O2",
  "method": "wB97M-V/def2-TZVPD",
  "elements": ["C", "N", "C", "C", "C", "N", "H", "H", "H", "H", "H", "H", "H", "H", "H", "H", "O", "H", "H", "O", "H", "H"],
  "xyz": [[1.640, -0.227, 1.862], [1.063, 0.888, 1.877], [0.937, 1.595, 0.603], [-0.214, 0.909, -0.144], [-0.637, 1.384, -1.536], [-0.691, 0.199, -2.419], [1.736, -0.841, 2.769], [2.256, -0.819, 1.179], [0.555, 2.585, 0.881], [1.836, 1.867, 0.053], [-1.062, 0.940, 0.556], [0.000, -0.159, -0.111], [0.094, 2.111, -1.906], [-1.552, 1.964, -1.616], [-0.128, 0.233, -3.254], [-1.642, -0.068, -2.625], [-0.138, -2.836, -0.901], [-0.052, -2.044, -1.394], [-0.846, -2.494, -0.339], [-1.061, -2.144, 2.283], [-1.125, -1.313, 2.759], [-0.969, -1.731, 1.421]],
  "total_energy_ha": -420.7198,
  "de_lowest_ev": 2.321,
  "molar_mass_da": 122.17,
  "gap_ev": 10.4
}